Computed, not measured: C20H46GaN2O18S4 as an isolated structure, with ωB97M-V/def2-TZVPD.

```
91
Properties=species:S:1:pos:R:3:forces:R:3:mulliken_charge:R:1
C -0.871811 -4.620268 0.444161 0.12 -0.02 -0.03 -0.669
C 0.001942 -4.031315 1.564109 -0.06 0.00 0.04 -0.376
C 1.520463 -3.947999 1.254980 0.05 -0.02 -0.09 -0.707
N 2.042453 -2.679301 0.771733 -0.06 -0.22 0.07 0.036
Ga 1.330949 -1.832729 -0.832528 -0.04 0.03 -0.01 -1.004
C -0.448946 -0.903320 -0.489644 -0.16 0.14 0.07 -0.750
C -0.937310 -0.022729 -1.648647 0.05 -0.04 -0.14 0.926
C -2.123890 0.920565 -1.340439 -0.11 -0.16 0.08 -1.380
C 1.169289 -3.199584 -2.337953 0.11 -0.04 0.23 -0.446
O 0.386081 -2.638176 -3.422263 0.15 -0.21 -0.32 -0.463
C -0.922910 -3.123968 -3.469511 -0.06 0.21 0.05 0.284
C -1.583281 -2.598958 -4.739602 -0.18 -0.20 0.15 -1.177
C 2.697053 -0.450389 -1.449009 0.09 0.04 0.13 -0.845
C 2.623691 0.880429 -0.723245 -0.21 0.00 0.09 -0.033
O 2.990771 0.722168 0.671056 -0.61 0.36 -0.10 -0.418
C 3.452064 2.011619 -1.343688 0.07 -0.12 -0.13 -0.735
N 3.026812 3.372636 -0.990378 0.08 0.12 -0.05 -0.523
H -1.776210 -5.089454 0.845829 0.04 0.09 -0.03 0.363
H -0.321543 -5.388664 -0.114461 -0.08 0.05 0.12 0.277
H -1.184796 -3.863028 -0.278074 0.08 -0.03 0.04 -0.157
H -0.338133 -3.015226 1.795241 -0.03 -0.10 0.05 0.280
H -0.143070 -4.628679 2.476361 0.03 0.04 -0.13 0.444
H 2.057900 -4.247018 2.171335 -0.02 0.03 -0.11 0.328
H 1.753510 -4.718154 0.504608 -0.01 0.02 0.09 0.333
H 2.019206 -2.022119 1.541322 -0.10 0.14 -0.02 -0.131
H -1.224169 -1.655061 -0.275503 0.03 0.13 0.06 0.481
H -0.366035 -0.292330 0.427005 0.03 -0.09 -0.14 0.606
H -0.103356 0.576546 -2.038355 -0.05 -0.06 0.03 0.113
H -1.216139 -0.685910 -2.475920 0.06 0.17 0.05 -0.648
H -1.855039 1.978057 -1.451854 -0.02 -0.09 0.03 0.371
H -2.470239 0.777253 -0.310137 0.06 0.03 -0.12 0.249
H -2.978359 0.723077 -1.999741 0.11 0.09 0.08 0.234
H 2.160986 -3.434223 -2.754120 -0.16 0.03 -0.02 0.375
H 0.722520 -4.159205 -2.042384 0.06 -0.01 -0.04 0.254
H -0.921306 -4.226814 -3.453203 -0.04 0.04 -0.03 0.475
H -1.490090 -2.795620 -2.581434 0.04 -0.05 -0.05 -0.100
H -2.674147 -2.617278 -4.632720 0.13 0.03 -0.09 0.096
H -1.319239 -3.212637 -5.605072 0.07 0.11 0.02 0.419
H -1.262822 -1.571259 -4.923314 -0.06 -0.06 0.06 0.258
H 2.565007 -0.305535 -2.531112 0.07 0.04 0.12 0.379
H 3.700132 -0.875414 -1.282268 -0.02 0.03 -0.17 0.459
H 1.586786 1.241221 -0.672629 0.04 -0.12 -0.04 0.016
H 3.902975 0.444947 0.662511 0.52 -0.22 -0.02 0.331
H 3.413773 1.904260 -2.434506 0.04 0.05 0.17 0.479
H 4.501601 1.880851 -1.043978 -0.06 -0.07 -0.05 0.208
H 2.461969 3.351067 -0.150833 0.06 -0.04 0.14 0.191
H 2.435924 3.745241 -1.719374 -0.13 -0.03 -0.03 0.267
C -5.066145 4.435759 -0.412307 -0.01 0.06 -0.02 -0.298
C -4.908332 5.102025 0.942063 0.02 0.03 0.00 -0.371
O -5.246262 4.060139 1.864189 -0.08 0.03 -0.02 -0.324
S -4.745545 2.642982 1.297269 -0.03 0.10 0.01 1.102
O -3.486702 2.323966 1.855167 0.12 -0.05 0.04 -0.489
O -5.835931 1.742702 1.376116 -0.11 -0.07 0.04 -0.549
O -4.532422 3.125692 -0.205886 0.07 -0.06 -0.05 -0.224
H -6.113681 4.359356 -0.708500 0.00 -0.01 0.01 0.266
H -4.484857 4.910993 -1.197742 0.02 -0.03 -0.01 0.299
H -5.599926 5.925019 1.100241 -0.01 -0.01 0.03 0.301
H -3.881645 5.427808 1.117574 0.00 -0.01 -0.01 0.288
C 4.847140 0.017280 3.583791 -0.04 -0.01 -0.04 0.570
C 3.571759 -0.764088 3.804469 -0.04 0.03 0.00 0.386
O 3.966922 -1.762008 4.780212 -0.09 -0.05 -0.08 -0.320
S 5.037660 -1.164930 5.774446 0.04 0.00 0.05 1.058
O 4.425952 -0.705713 6.972559 -0.06 0.06 0.08 -0.572
O 6.127703 -2.072381 5.859290 0.08 -0.08 -0.02 -0.564
O 5.431226 0.101858 4.904397 0.03 0.09 -0.05 -0.346
H 5.537457 -0.509379 2.924102 0.01 0.00 0.01 0.449
H 4.662028 1.025446 3.235605 0.03 0.01 -0.02 -0.667
H 3.230320 -1.278157 2.913423 0.01 -0.09 -0.02 -0.217
H 2.779042 -0.144907 4.222791 0.01 0.00 0.01 0.346
C 5.128730 6.078619 2.942302 0.02 0.01 -0.02 -0.381
C 3.659666 6.221544 2.590179 0.01 0.07 0.01 -0.320
O 3.337411 4.959670 1.996011 -0.05 -0.04 -0.09 -0.272
S 4.160830 3.788398 2.690427 0.14 0.12 0.14 1.123
O 3.380815 3.165465 3.697181 -0.05 -0.08 0.06 -0.597
O 4.812867 3.025521 1.696042 0.08 -0.10 -0.11 -0.447
O 5.228001 4.733654 3.424014 -0.02 0.09 0.08 -0.329
H 5.768691 6.197822 2.066795 -0.01 0.00 -0.01 0.285
H 5.446183 6.744742 3.739950 0.01 -0.02 0.02 0.300
H 3.466895 6.993047 1.850108 -0.01 -0.03 -0.03 0.305
H 3.041174 6.377759 3.475604 0.00 -0.01 0.00 0.287
C -6.444919 -3.838302 -3.520796 -0.03 -0.03 0.01 -0.337
C -7.423263 -2.758122 -3.097413 -0.02 -0.02 0.00 -0.399
O -6.664090 -1.964009 -2.181343 -0.04 -0.02 0.06 -0.338
S -5.126703 -1.907791 -2.633094 -0.04 0.00 0.03 1.256
O -4.890923 -0.729029 -3.382271 0.03 0.09 -0.11 -0.579
O -4.328721 -2.250194 -1.519612 0.05 -0.01 0.10 -0.488
O -5.208910 -3.131712 -3.660728 0.03 -0.02 -0.10 -0.324
H -6.336942 -4.612854 -2.760035 0.00 0.01 0.01 0.280
H -6.685509 -4.283311 -4.482514 0.03 0.01 -0.01 0.298
H -8.287772 -3.144841 -2.564812 0.01 0.01 0.02 0.305
H -7.740294 -2.143112 -3.941618 0.01 0.00 -0.01 0.279
```
Forces are in eV/Å.

Calculated values
E_LUMO (eV): 1.830
Largest force on an atom (eV/Å): 0.7
HOMO level (Eh): -0.1427
Charge: -1
Kohn-Sham gap (eV): 5.7



Computed, not measured: C18H16GaI2O4STl as an isolated structure in a non-equilibrium geometry, with ωB97M-V/def2-TZVPD.

```
43
Properties=species:S:1:pos:R:3:forces:R:3:nbo_charge:R:1
I -2.823658 -2.151524 2.030155 0.68 -0.95 -0.89 0.281
I -1.862357 -3.710022 -0.187118 -1.08 0.15 1.39 0.258
Tl 0.129207 -1.737451 -1.088437 0.93 0.68 0.78 0.940
Ga -1.457586 1.003372 1.278748 -1.34 -1.62 -3.15 1.199
S -2.057604 -0.003388 -0.678841 0.40 0.20 0.81 -0.282
C -2.046153 3.078622 0.725013 -2.19 4.17 0.75 0.484
C -0.101047 1.825198 2.374839 6.71 4.64 5.08 0.430
C -3.135207 0.908312 -1.938567 -0.76 1.44 -0.48 -0.023
C -3.446915 -0.070634 -3.067181 0.48 -0.84 0.31 -0.655
C -2.420856 2.136553 -2.469921 0.21 -0.05 -0.17 -0.633
C -4.397215 1.285240 -1.174185 -0.19 -0.32 0.20 -0.637
C 2.596180 -1.135886 -2.369285 2.64 -0.07 -0.08 0.501
C -0.184079 0.194271 -3.927287 0.93 -0.29 -3.11 0.449
O 0.721827 2.460235 2.940734 -5.46 -4.24 -3.61 -0.178
O -2.544077 4.107574 0.760994 1.86 -3.59 -0.37 -0.220
O 3.731345 -1.096792 -2.352286 -2.42 -0.02 -0.10 -0.361
O 0.020841 0.234152 -5.051034 -0.60 0.00 3.05 -0.372
H -4.171222 0.393796 -3.756767 0.20 -0.01 0.36 0.304
H -3.888176 -0.994161 -2.668730 -0.05 0.17 -0.25 0.239
H -2.548481 -0.323067 -3.648094 -0.38 0.06 0.14 0.225
H -3.114598 2.652010 -3.155739 0.31 -0.05 0.29 0.288
H -1.519995 1.857221 -3.032154 -0.33 0.31 0.24 0.231
H -2.144972 2.814871 -1.653656 -0.06 0.08 -0.35 0.182
H -5.116931 1.766571 -1.851902 0.23 -0.11 0.16 0.290
H -4.167942 1.986464 -0.362791 -0.20 -0.04 -0.09 0.187
H -4.859205 0.383011 -0.754472 -0.10 0.30 -0.04 0.238
C 3.947171 -2.756334 3.630447 -0.81 0.21 -0.76 -0.123
C 2.662302 -3.208668 3.328039 0.07 -0.13 0.21 -0.125
C 1.799886 -2.516628 2.475941 -0.34 0.62 -0.51 -0.114
C 2.183202 -1.296930 1.849608 0.33 -0.66 0.05 -0.101
C 1.366973 -0.543481 0.959789 -0.77 -1.47 2.17 -0.065
C 1.700411 0.651250 0.452845 1.87 2.05 -2.54 -0.367
C 3.033290 1.169157 0.619030 -0.52 -0.02 0.46 -0.202
C 3.897357 0.460216 1.457331 0.57 -1.06 1.15 -0.017
C 3.532335 -0.774053 2.126460 -1.36 -0.19 -0.64 -0.104
C 4.332501 -1.552681 3.021065 0.85 0.64 -0.19 -0.033
H 4.577843 -3.349965 4.312078 -0.13 0.63 -0.48 0.298
H 2.326649 -4.128259 3.777029 -0.18 -0.17 0.09 0.270
H 0.788031 -2.903735 2.269125 0.65 0.04 0.10 0.227
H 1.020812 1.183349 -0.226956 0.44 -0.23 -0.24 0.238
H 3.399042 2.073373 0.079830 -0.64 -0.54 0.77 0.297
H 4.913614 0.812760 1.690058 -0.36 -0.02 -0.61 0.285
H 5.327459 -1.183919 3.256242 -0.11 0.27 0.11 0.272
```
Forces are in eV/Å.

Calculated values
E_LUMO (spin up / spin down) (eV): -16.151 / -16.171
Largest force on an atom (eV/Å): 9.6
HOMO level (spin up / spin down) (Eh): -0.7443 / -0.7443
Charge: +4
Kohn-Sham gap (spin up / spin down) (eV): 4.1 / 4.1